Entry 1:
This record from OMol25 describes C15H11Co2N2O6 as an isolated structure at a distorted geometry. The level of theory is ωB97M-V/def2-TZVPD.

LUMO level = 2.42 eV
total charge = -1
strongest force on any atom = 0.0930 Eh/bohr
E_tot = -3904.5568 Eh
energy above the lowest of the compared OMol25 structures with the same formula, charge and spin = 151.73 kJ/mol

Geometry (Å):
O 4.3899 3.0272 -0.8041
C 3.3223 2.8478 -0.3898
Co 1.7075 2.6685 0.2712
C 1.5131 4.1444 1.1794
O 1.4138 5.1450 1.7540
C 0.5225 2.7223 -1.0258
O -0.2753 2.7715 -1.8652
C 1.5055 1.1463 1.5462
C 0.5491 0.1537 1.3416
C -0.6714 -0.2147 1.7888
C -1.8696 -0.2130 0.9730
C -3.0564 0.4385 1.3975
C -4.1869 0.4334 0.5888
C -4.1874 -0.2684 -0.6244
C -3.0306 -0.9372 -1.0434
C -1.8753 -0.8764 -0.2682
Co 2.0789 -0.1658 0.4610
C 3.8300 0.0119 0.3432
O 4.9766 0.1428 0.2804
C 1.8415 0.2553 -1.2853
O 1.9057 0.3856 -2.4371
C 2.2685 -1.8349 0.9825
O 2.4692 -2.9310 1.3122
H 1.8730 1.4215 2.5463
H -0.8027 -0.3004 2.8754
H -3.0377 0.9556 2.3608
H -5.0746 0.9809 0.9015
H -5.0820 -0.2978 -1.2450
H -3.0227 -1.5296 -1.9599
H -0.9521 -1.3866 -0.5591
N 0.5607 -2.6426 -1.1831
N -0.2515 -3.5879 -1.9485
H 1.2445 -3.2107 -0.6877
H 1.0835 -2.0941 -1.8725
H -0.7499 -4.1466 -1.2556
H -0.9300 -3.0145 -2.4491


Entry 2:
This record from OMol25 describes a 10-piece molecular cluster, C60H120N10O6 overall at a distorted geometry. The level of theory is ωB97M-V/def2-TZVPD.

LUMO level = -0.66 eV
strongest force on any atom = 0.0662 Eh/bohr
SMILES = O=[N+]([O-])c1ccccc1.O=[N+]([O-])c1ccccc1.O=[N+]([O-])c1ccccc1.CCN(CC)CC.CCN(CC)CC.CCN(CC)CC.CCN(CC)CC.CCN(CC)CC.CCN(CC)CC.CCN(CC)CC
E_tot = -3356.7141 Eh

Geometry (Å):
O -4.2607 -1.0485 3.5043
N -4.2760 -1.6173 4.5634
O -3.3029 -2.0735 5.1212
C -5.6439 -1.7547 5.2511
C -5.6602 -2.1237 6.5958
C -6.9119 -2.2098 7.2352
C -8.0991 -1.7892 6.6009
C -7.9588 -1.2853 5.3209
C -6.7607 -1.2950 4.6208
H -4.7642 -2.4700 7.0727
H -6.9520 -2.6193 8.2415
H -9.0616 -1.8789 7.0734
H -8.8463 -1.0260 4.7797
H -6.7407 -0.9156 3.6206
O 2.5903 2.2361 4.5496
N 2.1055 3.1983 5.0184
O 2.5797 3.8763 5.9094
C 0.7912 3.5921 4.4072
C 0.1810 2.7662 3.5255
C -1.0654 3.1195 2.9991
C -1.6960 4.2408 3.3771
C -1.0201 5.1080 4.2576
C 0.2139 4.7854 4.7911
H 0.6498 1.8689 3.1487
H -1.4739 2.4369 2.2803
H -2.6206 4.5025 2.8952
H -1.5430 6.0592 4.4973
H 0.7511 5.3732 5.5503
O -3.7018 4.3358 -2.0689
N -4.0695 4.2560 -0.9025
O -4.1488 5.2006 -0.1181
C -4.2881 2.8400 -0.3938
C -4.6816 1.8624 -1.2528
C -4.8771 0.5679 -0.7094
C -4.5709 0.2688 0.6226
C -4.2751 1.3096 1.4821
C -4.1415 2.5725 0.9556
H -4.8105 1.9648 -2.3237
H -5.1295 -0.1767 -1.4315
H -4.6083 -0.7806 0.9590
H -4.0929 1.1622 2.5775
H -3.8851 3.3942 1.5769
C 1.7419 -7.2965 2.7143
C 1.5751 -6.2689 1.5765
N 0.4098 -5.4413 1.7459
C 0.6138 -4.5015 2.8352
C 1.7464 -3.5133 2.5533
C -0.8188 -6.1861 1.8229
C -0.9965 -7.1368 0.6038
H 1.6939 -6.7994 3.6953
H 2.7204 -7.7552 2.6393
H 0.9609 -8.0183 2.6225
H 2.4590 -5.6656 1.5062
H 1.5287 -6.8515 0.6222
H 0.7553 -5.0485 3.7556
H -0.2991 -3.8997 2.9503
H 2.7283 -3.9713 2.7068
H 1.6820 -2.7022 3.2788
H 1.7600 -2.9938 1.5816
H -0.9436 -6.7063 2.7671
H -1.6660 -5.4260 1.8062
H -0.3392 -7.9710 0.7234
H -2.0170 -7.5053 0.5635
H -0.7499 -6.7037 -0.3546
C -1.8517 -2.7770 -0.0796
C -1.5205 -3.6666 -1.2800
N -0.6354 -3.1400 -2.2640
C 0.5841 -2.5452 -1.7003
C 1.6153 -3.5344 -1.2952
C -0.4871 -3.9981 -3.3944
C 0.2785 -3.3342 -4.4833
H -1.0336 -2.6108 0.6022
H -2.7294 -3.1761 0.4383
H -2.2450 -1.8301 -0.4748
H -1.1581 -4.5959 -0.8798
H -2.4443 -3.8609 -1.8017
H 0.8607 -1.7738 -2.4735
H 0.3211 -1.9590 -0.8228
H 1.9532 -4.0398 -2.1852
H 2.5269 -3.0508 -0.9105
H 1.2084 -4.2792 -0.5766
H -1.5254 -4.2285 -3.7169
H -0.0773 -4.9721 -3.0536
H 1.2853 -2.9734 -4.2967
H -0.2014 -2.3937 -4.7589
H 0.4431 -3.9055 -5.3876
C 2.4729 0.4463 -0.4495
C 1.6391 1.4235 0.4526
N 0.3461 0.9125 0.8421
C -0.6089 0.9203 -0.1986
C -1.0028 2.2641 -0.7310
C 0.4448 -0.3009 1.5932
C -0.7537 -0.5502 2.5576
H 1.8166 0.0808 -1.2711
H 2.7357 -0.4124 0.1364
H 3.4196 0.8811 -0.7944
H 2.1823 1.5892 1.4146
H 1.4810 2.3519 -0.0766
H -0.3592 0.2882 -1.0821
H -1.5091 0.4685 0.2235
H -1.3370 2.9501 0.0410
H -0.1540 2.6929 -1.2540
H -1.8063 2.2266 -1.4644
H 1.3657 -0.3001 2.1887
H 0.5664 -1.1672 0.9362
H -0.7094 0.2938 3.2444
H -0.6272 -1.4451 3.1721
H -1.7894 -0.4794 2.1750
C -6.5459 -1.9392 -2.9091
C -5.8404 -1.3601 -4.1273
N -4.6976 -0.5549 -3.9281
C -3.4299 -1.2662 -3.6714
C -2.2596 -0.4378 -3.1161
C -4.5449 0.3538 -5.0868
C -5.4486 1.6062 -5.0304
H -6.9354 -1.0932 -2.3432
H -5.8212 -2.4844 -2.3131
H -7.3612 -2.6417 -3.1758
H -5.5664 -2.1868 -4.7590
H -6.5225 -0.7423 -4.7118
H -3.6326 -2.0489 -2.9450
H -3.1669 -1.7677 -4.6170
H -2.5364 -0.0247 -2.1120
H -1.5296 -1.2136 -2.8548
H -1.8818 0.3542 -3.7319
H -4.5502 -0.2036 -6.0890
H -3.5072 0.6990 -5.0762
H -5.5299 2.1438 -5.9714
H -5.2024 2.3616 -4.3108
H -6.4777 1.3619 -4.7297
C 4.7644 -1.4254 2.3842
C 6.0915 -1.7679 3.0241
N 7.0246 -2.2522 2.0242
C 7.2898 -1.3323 0.9662
C 7.8082 0.0416 1.4402
C 8.2217 -2.7109 2.6834
C 9.1845 -3.5147 1.8083
H 4.5438 -2.1363 1.5562
H 4.6789 -0.4842 1.8378
H 3.9761 -1.6284 3.1171
H 6.4785 -0.9640 3.6707
H 5.9413 -2.5916 3.7009
H 6.3788 -1.0937 0.4312
H 8.0611 -1.7554 0.3770
H 7.8383 0.7123 0.5834
H 8.8483 -0.0253 1.7868
H 7.1254 0.4658 2.1746
H 8.7903 -1.9693 3.1852
H 7.8756 -3.4093 3.4603
H 8.6842 -4.2992 1.2722
H 9.6516 -2.8912 1.0346
H 9.8734 -4.0247 2.4674
C 3.7004 6.8793 -1.4016
C 2.4057 6.8425 -0.5945
N 2.0433 5.5326 -0.1037
C 3.1322 4.8250 0.5704
C 3.5716 5.4095 1.8720
C 0.7635 5.5556 0.6012
C -0.4042 5.7757 -0.3624
H 4.6016 6.6195 -0.8799
H 3.7692 7.8547 -1.8855
H 3.6532 6.1942 -2.2179
H 2.3071 7.5473 0.2973
H 1.6398 7.2059 -1.2551
H 2.8457 3.7635 0.6955
H 3.9962 4.8481 -0.1103
H 3.9121 6.4386 1.7644
H 2.7697 5.3904 2.6181
H 4.4232 4.8407 2.3015
H 0.6635 6.3381 1.4033
H 0.6345 4.5990 1.1536
H -1.2817 5.7305 0.2683
H -0.4610 4.9937 -1.0989
H -0.4178 6.7234 -0.8470
C 2.3989 0.0273 -4.7144
C 1.4043 1.0110 -4.1239
N 1.2394 2.2481 -4.8762
C 0.5247 2.0119 -6.0881
C 0.6823 3.0440 -7.2466
C 0.7227 3.2774 -3.9809
C 1.9375 3.7985 -3.1184
H 3.3439 0.5719 -4.7677
H 2.1145 -0.3736 -5.6662
H 2.5080 -0.8426 -4.0814
H 0.3862 0.5430 -3.9737
H 1.7231 1.2459 -3.0972
H 0.9610 1.0828 -6.4842
H -0.5174 1.9092 -5.8592
H 0.3003 4.0302 -7.0102
H 1.7143 3.1971 -7.6541
H 0.0990 2.6747 -8.1016
H -0.1527 2.9476 -3.3763
H 0.2332 4.0530 -4.5743
H 2.1906 3.1175 -2.3485
H 1.5491 4.7287 -2.5852
H 2.7774 3.9686 -3.7947